9
Properties=species:S:1:pos:R:3 method="wB97M-V/def2-TZVPD" molar_mass_g_mol=77.1 gap_ev=10.0 homo_energy_ev=-9.9 de_lowest_kcal_mol=128.0 smiles=[O-][N+]#CF.C
C 1.339 -0.165 -0.148
C -1.184 0.524 0.198
N -1.981 -0.284 0.052
O -2.468 -1.345 0.033
F -0.960 1.784 0.207
H 2.359 0.064 -0.013
H 0.927 -0.454 -1.116
H 1.031 -0.862 0.699
H 0.937 0.736 0.088

=====

63
Properties=species:S:1:pos:R:3 method="wB97M-V/def2-TZVPD" molar_mass_g_mol=330.5 gap_ev=10.4 homo_energy_ev=-10.2 de_lowest_kcal_mol=29.0 smiles=CC(C)O.CC(C)O.CC(C)O.CC(C)O.O.O.O.O.O
O -0.002 -0.512 -3.654
H 0.488 0.295 -3.456
H 0.330 -0.792 -4.514
O 0.777 5.684 0.352
H 1.703 5.725 0.095
H 0.293 5.494 -0.466
O -1.457 -2.959 -2.264
H -1.208 -2.425 -3.028
H -0.642 -3.046 -1.760
O -1.253 4.495 -1.371
H -1.619 5.078 -2.044
H -1.289 3.605 -1.752
O -3.555 2.988 0.926
H -3.737 2.409 0.180
H -2.623 2.850 1.119
C 2.553 -3.893 3.601
C 1.919 -3.665 2.232
C 2.503 -2.425 1.575
O 2.260 -4.751 1.362
H 2.392 -3.039 4.256
H 3.632 -4.027 3.478
H 2.210 -4.853 3.996
H 0.836 -3.559 2.341
H 2.119 -2.288 0.564
H 3.587 -2.455 1.568
H 2.093 -1.571 2.127
H 1.867 -5.566 1.692
C 5.373 1.672 -2.393
C 4.136 1.115 -1.687
C 3.471 2.119 -0.774
O 3.193 0.645 -2.655
H 6.079 0.872 -2.617
H 5.889 2.445 -1.822
H 5.080 2.104 -3.352
H 4.428 0.243 -1.098
H 3.271 3.050 -1.335
H 4.048 2.453 0.089
H 2.475 1.827 -0.441
H 2.821 1.425 -3.081
C -0.151 -0.391 0.278
C -0.802 0.961 0.089
C -0.085 2.100 0.823
O -0.810 1.262 -1.340
H -0.446 -0.939 1.176
H 0.930 -0.316 0.196
H -0.539 -1.079 -0.487
H -1.868 0.990 0.325
H 0.070 2.961 0.177
H 0.855 1.829 1.301
H -0.751 2.444 1.620
H -0.647 0.423 -1.784
C -6.273 -1.130 1.082
C -4.874 -1.684 1.284
C -4.038 -1.553 0.021
O -4.210 -0.976 2.330
H -6.834 -1.609 0.277
H -6.213 -0.063 0.848
H -6.888 -1.222 1.981
H -4.959 -2.747 1.540
H -4.462 -2.133 -0.799
H -3.036 -1.912 0.242
H -4.069 -0.515 -0.315
H -4.339 -1.465 3.146

=====

25
Properties=species:S:1:pos:R:3 method="wB97M-V/def2-TZVPD" molar_mass_g_mol=136.2 gap_ev=9.8 homo_energy_ev=-9.4 de_lowest_kcal_mol=27.3 smiles="C=C(C)C(=C)C.O.O.O"
C 0.080 1.098 -1.344
C 0.219 -0.358 -0.985
C -0.320 -1.404 -1.608
C 2.045 -1.415 0.287
C 1.003 -0.584 0.283
C 0.480 0.073 1.550
H -0.525 1.170 -2.253
H 1.023 1.626 -1.369
H -0.679 1.503 -0.663
H -0.417 -2.366 -1.157
H -0.913 -1.192 -2.497
H 2.656 -1.646 1.149
H 2.155 -2.078 -0.568
H 0.305 -0.723 2.275
H -0.495 0.518 1.351
H 1.158 0.815 1.970
H -3.551 1.149 0.002
H -2.875 1.005 1.261
O -3.088 1.715 0.636
H 2.868 0.693 -0.704
H 3.363 1.924 0.058
O 3.599 1.312 -0.647
H -2.405 -1.443 0.598
H -3.113 -1.480 2.088
O -3.067 -1.116 1.206

=====

63
Properties=species:S:1:pos:R:3 method="wB97M-V/def2-TZVPD" molar_mass_g_mol=459.0 gap_ev=8.4 homo_energy_ev=-7.9 de_lowest_kcal_mol=3.9 smiles="CCCCCn1c(CN2CCN(c3cc(Cl)ccc3C)CC2)nc2c1c(=O)[nH]c(=O)n2C"
C -2.244 1.009 -5.548
C -2.718 -0.197 -4.747
C -2.026 -0.283 -3.389
C -2.491 -1.499 -2.592
H -2.312 -2.410 -3.165
C -1.793 -1.624 -1.236
N -0.370 -1.794 -1.385
C 0.613 -0.900 -1.151
N 1.818 -1.384 -1.409
C 1.608 -2.646 -1.838
C 0.250 -2.938 -1.837
C -0.248 -4.221 -2.233
O -1.395 -4.613 -2.278
N 0.815 -5.048 -2.599
C 2.177 -4.802 -2.621
O 2.964 -5.650 -2.972
N 2.560 -3.542 -2.221
C 3.958 -3.173 -2.200
H 4.532 -4.032 -2.543
H 4.123 -2.319 -2.857
H 4.252 -2.900 -1.187
H 0.559 -5.983 -2.895
C 0.395 0.487 -0.653
N -0.394 0.482 0.570
C -0.842 1.799 0.989
C 0.278 2.666 1.586
N 0.914 1.994 2.704
C 0.446 2.252 3.993
C -0.067 1.239 4.807
C -0.493 1.516 6.092
C -0.434 2.797 6.605
C 0.103 3.794 5.810
C 0.562 3.550 4.526
C 1.231 4.662 3.772
H 1.764 5.307 4.467
H 0.506 5.282 3.242
H 1.939 4.262 3.051
H 0.190 4.793 6.212
H -0.780 3.008 7.604
Cl -1.125 0.227 7.063
H -0.142 0.227 4.445
C 1.354 0.662 2.341
C 0.254 -0.191 1.687
H 0.682 -1.131 1.332
H -0.533 -0.422 2.411
H 1.751 0.160 3.224
H 2.177 0.780 1.625
H -0.148 3.611 1.915
H 1.038 2.868 0.822
H -1.294 2.308 0.135
H -1.615 1.648 1.751
H 1.390 0.942 -0.548
H -0.164 1.057 -1.403
H -1.956 -0.737 -0.621
H -2.183 -2.505 -0.720
H -3.565 -1.429 -2.412
H -2.237 0.626 -2.820
H -0.945 -0.338 -3.546
H -3.798 -0.133 -4.597
H -2.517 -1.110 -5.311
H -1.172 0.954 -5.724
H -2.747 1.050 -6.511
H -2.456 1.932 -5.012